Entry 1:
{
  "formula": "C4H5F3N2",
  "method": "the ωB97M-V functional and the def2-TZVPD basis",
  "elements": ["N", "H", "H", "C", "C", "C", "F", "F", "H", "C", "F", "H", "N", "H"],
  "xyz": [[0.4082, -0.6155, 1.8925], [0.0428, 1.9171, -0.3223], [-3.1078, -0.9045, -0.1258], [0.8752, -0.0850, -1.6277], [-2.2951, -0.1754, 0.0529], [0.0287, 0.8823, 0.1340], [0.5914, 0.6671, -2.6817], [2.2139, -0.2178, -1.5160], [1.2945, 1.0964, 1.6715], [-1.1872, 0.2728, -0.1177], [0.3555, -1.3153, -1.7292], [-0.6106, -0.8019, 1.8227], [0.5296, 0.6502, 1.3070], [0.8608, -1.3706, 1.2398]],
  "atomic_forces_ev_per_a": [[-0.356, -2.129, -1.236], [0.519, -1.058, 0.958], [0.723, 1.180, 0.438], [-0.326, 1.184, 3.581], [-0.829, -1.674, -1.187], [0.724, 1.714, -6.315], [-0.040, -0.320, -0.504], [-0.144, 0.023, -0.319], [2.002, 1.577, 0.512], [-2.651, -0.446, 0.726], [0.046, 0.080, -0.678], [0.876, -0.239, 0.403], [0.377, -1.641, 2.327], [-0.920, 1.750, 1.293]],
  "largest_force_ev_per_a": 6.58,
  "orbital_gap_ev": [9.344, 9.345],
  "total_charge": 0,
  "e_homo_ev": [-8.50, -8.50]
}



Entry 2:
{
  "formula": "C4H5F3N4O",
  "method": "the ωB97M-V functional and the def2-TZVPD basis",
  "elements": ["H", "N", "O", "H", "H", "F", "C", "C", "F", "N", "F", "C", "N", "H", "C", "N", "H"],
  "xyz": [[-1.3795, -1.3700, -1.1472], [-1.8252, -1.5270, 2.3111], [-0.0618, 2.5059, -0.6299], [1.2098, 0.2463, 1.9447], [0.1191, -1.1739, -1.5303], [-2.7284, 2.5774, -0.5712], [-1.0899, -1.1605, 1.5371], [-0.4442, -1.5439, -0.7880], [3.0694, 0.8314, 0.7371], [-2.0045, 1.3561, -0.8251], [2.6219, -0.7392, -0.6745], [-0.1504, -0.8928, 0.5316], [1.9999, 0.2266, 0.0853], [-0.2986, -2.7489, -0.7797], [0.9561, -0.2282, 0.9663], [-0.8142, 1.3704, -0.8357], [0.8205, 2.2703, -0.3316]],
  "atomic_forces_ev_per_a": [[-3.119, 0.454, -0.256], [-1.902, -0.654, 1.936], [-2.065, 0.875, -0.032], [-1.072, -0.819, -0.568], [2.682, 1.211, -2.488], [1.123, -0.167, -0.044], [0.831, 0.283, -0.798], [1.334, -3.989, 2.473], [-0.681, -0.645, 0.571], [-1.499, 0.148, -0.192], [-0.377, -0.372, 0.417], [2.036, 0.270, 0.312], [-0.409, 0.936, -1.509], [-0.251, 2.902, 0.307], [1.089, 0.030, -0.032], [2.030, 0.569, 0.188], [0.249, -1.033, -0.283]],
  "smiles": "C/C(C#N)=C\\N(F)F.O/N=N\\F",
  "largest_force_ev_per_a": 4.88,
  "orbital_gap_ev": 9.613,
  "total_charge": 0,
  "e_homo_ev": -10.15
}



Entry 3:
{
  "formula": "C4H5F3NO",
  "method": "the ωB97M-V functional and the def2-TZVPD basis",
  "elements": ["H", "H", "C", "N", "H", "C", "H", "F", "C", "H", "C", "F", "O", "F"],
  "xyz": [[1.2511, 0.2816, -0.6589], [-0.3611, 0.6631, -1.5573], [-0.7774, 2.4385, 1.6344], [-0.6815, 0.0377, 0.5102], [-0.7942, 2.1612, 2.7791], [-1.2841, 1.4159, 0.6722], [-2.2483, 1.6721, 0.0239], [1.1723, -2.3411, 0.6834], [0.1327, -0.0821, -0.7659], [-0.3662, 3.5096, 1.3240], [1.0263, -2.3588, -0.7925], [2.3765, -2.2157, -1.3840], [0.0147, -1.4357, -1.3292], [0.5391, -3.7464, -1.1394]],
  "atomic_forces_ev_per_a": [[-1.723, -1.244, -0.176], [1.125, -1.731, 0.971], [-0.879, -1.170, -0.275], [-0.412, 2.844, -0.658], [1.347, 0.206, -2.492], [2.429, -1.009, 0.074], [2.442, 0.078, 0.150], [-0.123, -0.064, -5.024], [-2.395, 3.583, 1.678], [-2.270, -1.972, 0.655], [-1.668, -0.465, 0.158], [-3.990, -0.476, 1.896], [4.264, -2.844, 2.028], [1.853, 4.266, 1.016]],
  "largest_force_ev_per_a": 5.51,
  "orbital_gap_ev": 6.137,
  "total_charge": -1,
  "e_homo_ev": -2.28
}